The following is a quantum chemistry calculation of a structure of composition C4H9NS in a non-equilibrium geometry, from the Open Molecules 2025 dataset.

```
15
Properties=species:S:1:pos:R:3
C -0.7636 0.9328 -1.4400
C -0.4236 0.7071 -0.0515
C -0.3999 -0.6608 0.4475
C -0.7003 1.6595 1.0436
H -0.0014 0.5122 -2.1156
H -1.7635 0.5888 -2.0494
H -0.7432 2.0789 -1.6751
H -0.4352 -0.5383 1.5278
H -1.3879 -1.0224 0.0682
H 2.1259 -1.9485 0.9115
H -0.8949 1.1201 1.9904
H -1.1876 2.7843 1.0946
H 1.1329 0.9289 1.3046
N 0.6519 1.4690 0.5197
S 0.7697 -1.9137 -0.2933
```

Computed properties:
Relative energy (zero: lowest compared OMol25 entry of this formula, charge and spin)   98.0 kcal/mol
Multiplicity   1
E   -16615.20618 eV
Net charge   0
LUMO energy   -0.24 eV
Orbital gap   0.3305 Ha

Here are the Löwdin charges for atoms 1 to 5, given in e: atom 1 (C): -0.077, atom 2 (C): -0.713, atom 3 (C): -0.559, atom 4 (C): -0.150, atom 5 (H): 0.064

---

The following is a quantum chemistry calculation of an isolated molecule of C4H9NS in a non-equilibrium geometry, from the Open Molecules 2025 dataset.

```
15
Properties=species:S:1:pos:R:3
C 0.3660 -1.2062 0.0792
C 0.3166 0.1320 -0.0139
C -0.9368 1.1414 0.0442
C -2.2934 0.4810 -0.0392
S 1.9084 0.8885 -0.1501
N 2.8788 -0.4713 -0.0585
H 1.2547 -1.7955 0.1034
H -0.4814 -1.9561 0.1563
H -0.9007 1.8659 -0.7503
H -0.7109 1.4809 0.9734
H -2.3400 -0.4565 0.3653
H -2.6480 0.3344 -1.0263
H -2.9540 1.0423 0.4979
H 3.0861 -0.9404 -0.9005
H 3.4546 -0.5405 0.7192
```

Computed properties:
Relative energy (zero: lowest compared OMol25 entry of this formula, charge and spin)   49.2 kcal/mol
Multiplicity   1
E   -16617.32180 eV
Net charge   0
LUMO energy   0.87 eV
Orbital gap   0.3291 Ha

Here are the Löwdin charges for atoms 1 to 5, given in e: atom 1 (C): -0.066, atom 2 (C): -0.577, atom 3 (C): -0.208, atom 4 (C): -0.092, atom 5 (S): 0.854

---

The following is a quantum chemistry calculation of an isolated molecule of C4H9NS in a non-equilibrium geometry, from the Open Molecules 2025 dataset.

```
15
Properties=species:S:1:pos:R:3
C -0.9518 1.7156 -0.1499
C 0.1194 0.7976 0.5380
N 0.4559 -0.5591 -0.1307
C -0.6235 -1.5788 -0.1136
C 1.7739 -0.8819 -0.2788
S 3.0516 0.0955 0.0987
H -1.9136 1.3095 -0.3903
H -1.0093 2.5658 0.4735
H -0.5567 2.0046 -1.0535
H 1.1064 1.2459 0.5610
H -0.2464 0.5740 1.5219
H -0.3587 -2.5241 -0.4271
H -1.2814 -1.8388 0.8587
H -1.4617 -1.1172 -0.6924
H 1.8958 -1.8087 -0.8156
```

Computed properties:
Relative energy (zero: lowest compared OMol25 entry of this formula, charge and spin)   34.0 kcal/mol
Multiplicity   1
E   -16617.97989 eV
Net charge   0
LUMO energy   0.64 eV
Orbital gap   0.3275 Ha

Here are the Löwdin charges for atoms 1 to 5, given in e: atom 1 (C): -0.056, atom 2 (C): -0.184, atom 3 (N): -0.209, atom 4 (C): -0.066, atom 5 (C): -0.672

---

The following is a quantum chemistry calculation of an isolated molecule of C4H9NS in a non-equilibrium geometry, from the Open Molecules 2025 dataset.

```
15
Properties=species:S:1:pos:R:3
C -0.3994 -0.4776 -1.0858
C -1.1533 -0.1587 0.1704
C 0.8595 -0.6183 -1.2723
C 1.9886 -0.4615 -0.2427
N -1.0666 1.1903 0.5635
S -1.7765 1.5530 2.0520
H -1.1214 -0.7307 -1.8707
H -0.8061 1.3963 2.9894
H -2.2888 -0.3244 0.0931
H -0.7560 -0.9146 0.9677
H 1.1118 -1.0928 -2.1815
H 2.9104 -0.5748 -0.7009
H 2.0266 -1.3449 0.5093
H 2.0178 0.6272 0.1364
H -1.5467 1.9314 -0.1280
```

Computed properties:
Relative energy (zero: lowest compared OMol25 entry of this formula, charge and spin)   89.1 kcal/mol
Multiplicity   3
E   -16612.40651 eV
Net charge   0
LUMO energy (alpha / beta)   0.94 / -2.36 eV
Orbital gap (alpha / beta)   0.1901 / 0.2669 Ha

Here are the Löwdin charges for atoms 1 to 5, given in e: atom 1 (C): -0.174, atom 2 (C): -0.377, atom 3 (C): -0.183, atom 4 (C): -0.092, atom 5 (N): -0.427

---

The following is a quantum chemistry calculation of an isolated molecule of C4H9NS3 in a non-equilibrium geometry, from the Open Molecules 2025 dataset.

```
17
Properties=species:S:1:pos:R:3
C 3.1576 -0.6444 -0.1068
S 1.9266 0.5946 -0.1833
C 0.4451 -0.3433 -0.4403
S 0.3994 -1.9828 -0.5601
N -0.7093 0.4558 -0.4546
C -0.5755 1.9120 -0.3041
S -2.2315 -0.1754 -0.8452
C -2.6976 -0.8789 0.7362
H 3.2989 -1.2300 -1.0207
H 2.9664 -1.2820 0.7685
H 4.1430 -0.2010 0.0530
H -1.5913 2.2719 -0.4931
H -0.1504 2.1665 0.6749
H 0.0792 2.4350 -1.0032
H -2.0165 -1.6434 1.0937
H -2.7746 -0.1029 1.5045
H -3.6695 -1.3517 0.5803
```

Computed properties:
Relative energy (zero: lowest compared OMol25 entry of this formula, charge and spin)   10.0 kcal/mol
Multiplicity   1
E   -38289.11653 eV
Net charge   0
LUMO energy   0.58 eV
Orbital gap   0.3237 Ha

Here are the Löwdin charges for atoms 1 to 5, given in e: atom 1 (C): -0.480, atom 2 (S): 0.871, atom 3 (C): -1.122, atom 4 (S): 0.628, atom 5 (N): -0.587

---

The following is a quantum chemistry calculation of an isolated molecule of C4H9NS3 in a non-equilibrium geometry, from the Open Molecules 2025 dataset.

```
17
Properties=species:S:1:pos:R:3
N 2.5856 -1.0973 -0.6665
C 2.4439 0.1022 0.0963
C 1.1246 0.8651 -0.1431
S -0.2156 -0.1669 0.4629
C -1.6721 0.7319 0.2432
S -1.7968 2.2022 -0.5134
C -2.8245 -0.0684 0.7603
S -3.4412 -1.2008 -0.5533
H 1.7887 -1.7555 -0.4508
H 2.5670 -0.9314 -1.6504
H 2.5760 -0.2105 1.1197
H 3.3515 0.6755 -0.1190
H 1.2038 1.7548 0.4546
H 1.0255 1.1825 -1.1589
H -2.6052 -0.6018 1.7318
H -3.7231 0.4860 1.0368
H -2.3880 -1.9676 -0.6501
```

Computed properties:
Relative energy (zero: lowest compared OMol25 entry of this formula, charge and spin)   11.3 kcal/mol
Multiplicity   1
E   -38289.05861 eV
Net charge   0
LUMO energy   -0.40 eV
Orbital gap   0.3067 Ha

Here are the Löwdin charges for atoms 1 to 5, given in e: atom 1 (N): -0.035, atom 2 (C): -0.376, atom 3 (C): -0.469, atom 4 (S): 0.926, atom 5 (C): -1.196

---

The following is a quantum chemistry calculation of a cluster of 2 separate species, C4H9O in total in a non-equilibrium geometry, from the Open Molecules 2025 dataset.

```
14
Properties=species:S:1:pos:R:3
C -0.9420 -0.1978 -1.5992
C 0.2559 0.7810 0.7685
C -0.6212 -0.3855 1.2915
C 1.4685 0.2142 -0.0135
O -0.2552 1.9146 0.4709
H -0.5797 -1.2577 -1.5063
H -1.8952 0.0970 -1.1775
H -0.3577 0.5383 -2.1378
H -0.3299 -0.3911 2.3198
H -1.6998 -0.2127 1.2387
H -0.3861 -1.3612 0.8158
H 1.3610 -0.8599 -0.2752
H 1.7428 0.7750 -0.9114
H 2.2387 0.3459 0.7157
```

Computed properties:
Relative energy (zero: lowest compared OMol25 entry of this formula, charge and spin)   23.4 kcal/mol
Multiplicity   2
E   -6338.01759 eV
Net charge   0
LUMO energy (alpha / beta)   0.51 / 0.14 eV
Orbital gap (alpha / beta)   0.3395 / 0.3585 Ha

Here are the Löwdin charges for atoms 1 to 5, given in e: atom 1 (C): 0.057, atom 2 (C): -0.408, atom 3 (C): -0.065, atom 4 (C): -0.065, atom 5 (O): -0.004

---

The following is a quantum chemistry calculation of a cluster of 2 separate species, C4H9O2 in total in a non-equilibrium geometry, from the Open Molecules 2025 dataset.

```
15
Properties=species:S:1:pos:R:3
C -0.2451 2.0855 1.1961
C -1.7413 1.7982 1.2582
O -2.0925 0.6364 0.9445
O -2.4703 2.7010 1.7392
H 0.2140 1.6522 0.3180
H 0.2814 1.7077 2.0834
H 0.0154 3.1485 1.2809
C 0.6070 -0.9461 -1.1429
C 0.9261 -2.4328 -1.0810
H 0.8090 -0.4825 -0.1878
H 1.0667 -0.4565 -1.9905
H -0.4593 -0.8483 -1.3478
H 0.3672 -2.8419 -0.2348
H 0.7383 -3.0666 -1.9524
H 1.9834 -2.6548 -0.8830
```

Computed properties:
Relative energy (zero: lowest compared OMol25 entry of this formula, charge and spin)   7.6 kcal/mol
Multiplicity   1
E   -8390.16263 eV
Net charge   -1
LUMO energy   3.65 eV
Orbital gap   0.2699 Ha

Here are the Löwdin charges for atoms 1 to 5, given in e: atom 1 (C): -0.071, atom 2 (C): -0.816, atom 3 (O): -0.114, atom 4 (O): -0.120, atom 5 (H): 0.029